{
  "formula": "C37H29N5O3PSSe2W",
  "method": "the ωB97M-V functional and the def2-TZVPD basis",
  "symbols": ["W", "C", "O", "C", "C", "C", "C", "C", "C", "N", "N", "C", "O", "C", "C", "C", "C", "C", "C", "C", "O", "H", "H", "H", "H", "H", "H", "H", "H", "H", "H", "H", "H", "Se", "P", "Se", "C", "C", "C", "C", "C", "C", "C", "C", "C", "C", "C", "C", "H", "H", "H", "H", "H", "H", "H", "H", "H", "H", "N", "C", "C", "C", "C", "C", "C", "N", "C", "C", "C", "S", "C", "N", "H", "H", "H", "H", "H", "H", "H"],
  "positions_angstrom": [[0.497, -0.533, -0.547], [1.565, 0.572, -4.450], [1.155, -0.566, -5.220], [0.753, -1.715, -4.645], [0.656, -2.807, -5.503], [0.299, -4.075, -5.064], [0.014, -4.278, -3.730], [0.080, -3.199, -2.842], [-0.246, -3.450, -1.463], [-0.202, -2.571, -0.524], [-0.694, -2.989, 0.719], [-0.945, -1.957, 1.455], [-0.718, -0.719, 1.046], [-1.597, -2.102, 2.768], [-1.389, -3.246, 3.533], [-2.012, -3.367, 4.763], [-2.857, -2.362, 5.217], [-3.074, -1.228, 4.447], [-2.436, -1.089, 3.225], [0.447, -1.915, -3.284], [0.513, -0.885, -2.436], [2.057, 1.225, -5.165], [2.272, 0.292, -3.667], [0.713, 1.080, -4.003], [0.883, -2.625, -6.545], [0.254, -4.894, -5.768], [-0.265, -5.255, -3.359], [-0.588, -4.441, -1.179], [-0.733, -4.022, 3.163], [-1.841, -4.246, 5.370], [-3.346, -2.463, 6.177], [-3.742, -0.453, 4.797], [-2.600, -0.211, 2.614], [-1.860, 0.361, -1.325], [-0.911, 2.349, -1.901], [2.155, 1.071, -0.631], [-2.321, 3.440, -2.332], [-2.205, 4.180, -3.504], [-3.167, 5.125, -3.840], [-4.252, 5.330, -3.003], [-4.384, 4.581, -1.838], [-3.425, 3.643, -1.505], [-0.573, 3.166, -0.282], [0.057, 4.407, -0.367], [0.401, 5.103, 0.780], [0.125, 4.567, 2.032], [-0.516, 3.342, 2.123], [-0.861, 2.643, 0.972], [-1.352, 4.025, -4.155], [-3.067, 5.698, -4.752], [-4.996, 6.074, -3.254], [-5.234, 4.738, -1.188], [-3.528, 3.064, -0.594], [0.290, 4.829, -1.339], [0.884, 6.068, 0.699], [0.399, 5.108, 2.927], [-0.754, 2.929, 3.096], [-1.411, 1.712, 1.048], [3.585, -1.825, 2.394], [2.814, -1.141, 3.318], [3.040, -0.878, 4.664], [2.087, -0.122, 5.307], [0.964, 0.363, 4.621], [0.744, 0.091, 3.289], [1.683, -0.703, 2.624], [1.778, -1.169, 1.293], [2.943, -1.778, 1.216], [3.476, -2.251, -0.042], [4.718, -2.734, -0.322], [4.834, -3.035, -1.992], [3.233, -2.501, -2.203], [2.630, -2.121, -1.107], [4.501, -2.207, 2.551], [3.923, -1.237, 5.173], [2.212, 0.113, 6.355], [0.249, 0.976, 5.154], [-0.115, 0.489, 2.780], [5.550, -2.895, 0.342], [2.780, -2.494, -3.181]],
  "forces_ev_per_a": [[0.44, -0.02, -1.59], [-0.03, -0.04, -0.01], [-0.06, 0.02, 0.06], [0.01, -0.04, 0.06], [0.04, 0.00, -0.05], [0.00, 0.03, 0.10], [0.03, 0.07, -0.11], [0.09, -0.09, 0.25], [-0.08, 0.15, -0.04], [0.11, -0.08, 0.47], [-0.04, -0.02, 0.03], [-0.27, -0.07, -0.03], [0.14, -0.33, -0.17], [0.09, -0.05, -0.06], [-0.01, 0.03, 0.03], [0.01, 0.00, 0.00], [0.02, 0.01, 0.02], [0.01, 0.01, -0.01], [0.00, -0.03, 0.03], [-0.33, 0.06, -0.15], [0.64, -0.32, 0.72], [-0.01, 0.01, 0.00], [0.02, 0.01, -0.02], [0.02, -0.01, 0.00], [0.02, -0.01, 0.00], [-0.02, 0.00, -0.01], [-0.01, -0.01, 0.01], [-0.08, 0.01, -0.03], [-0.01, -0.01, -0.01], [-0.01, -0.01, 0.00], [-0.01, 0.00, 0.00], [0.00, 0.00, 0.01], [0.00, 0.00, 0.00], [0.85, 0.56, 0.63], [-0.05, 0.68, -0.14], [-1.39, -0.24, 0.16], [-0.11, -0.23, -0.17], [-0.01, -0.03, -0.05], [-0.01, 0.01, 0.02], [0.01, -0.01, 0.00], [-0.02, 0.03, -0.03], [-0.02, -0.08, 0.05], [0.05, -0.13, 0.12], [0.09, -0.09, -0.03], [0.01, 0.02, 0.05], [-0.01, 0.02, -0.02], [0.02, 0.00, -0.01], [-0.22, 0.09, 0.00], [0.00, -0.01, -0.01], [0.01, 0.02, 0.00], [-0.02, -0.01, -0.01], [-0.01, 0.00, 0.00], [0.03, 0.03, 0.02], [-0.02, 0.01, -0.01], [0.02, 0.00, 0.00], [-0.01, 0.01, 0.01], [-0.02, 0.00, 0.01], [0.11, -0.03, 0.02], [-0.01, 0.11, -0.02], [0.00, -0.03, 0.07], [0.00, 0.01, -0.04], [-0.02, 0.02, 0.04], [0.02, 0.01, 0.00], [0.08, 0.04, -0.03], [-0.07, -0.08, -0.05], [0.04, 0.28, 0.08], [-0.05, -0.19, -0.04], [-0.05, -0.06, 0.11], [-0.08, 0.04, -0.02], [0.05, -0.04, 0.01], [-0.07, 0.00, 0.06], [0.19, 0.09, -0.28], [-0.03, -0.06, 0.00], [0.00, -0.02, 0.00], [0.00, 0.01, 0.00], [-0.01, 0.00, 0.00], [0.01, 0.02, 0.01], [0.01, -0.03, 0.01], [-0.01, 0.02, 0.00]],
  "mulliken_charge": [-0.22, -0.34, -0.51, 0.23, -0.60, -0.88, -0.92, 1.51, -0.48, 0.77, -1.36, 0.84, 0.54, 0.11, -0.51, -0.82, -0.39, -0.82, -0.06, 0.23, 0.70, 0.35, 0.09, 0.10, 0.52, 0.41, 0.48, 0.49, 0.45, 0.41, 0.42, 0.45, 0.44, -0.34, -0.01, -0.22, 0.60, -0.32, -0.58, -0.43, -0.70, -0.27, 0.27, -0.72, -0.72, -0.66, -0.47, 0.29, 0.37, 0.40, 0.38, 0.40, 0.29, 0.42, 0.42, 0.41, 0.44, 0.21, -0.06, 0.53, -1.24, -0.71, -1.21, 0.68, -0.71, 0.37, 0.53, -0.52, -0.76, -0.13, -0.28, 0.68, 0.25, 0.46, 0.43, 0.50, 0.45, 0.42, 0.24],
  "e_homo_ev": [-10.05, -10.05],
  "fmax_ev_per_a": 1.65,
  "charge": 1,
  "homo_lumo_gap_ev": [5.73, 5.72]
}

{
  "formula": "C37H30AuN3O5PS2",
  "method": "the ωB97M-V functional and the def2-TZVPD basis",
  "symbols": ["Au", "O", "C", "O", "C", "C", "C", "C", "C", "C", "P", "C", "C", "C", "C", "C", "C", "C", "C", "C", "C", "C", "C", "H", "H", "H", "H", "H", "H", "H", "H", "H", "H", "H", "H", "H", "H", "O", "S", "O", "N", "C", "S", "C", "C", "C", "C", "C", "C", "H", "H", "H", "H", "C", "N", "N", "C", "O", "C", "C", "C", "C", "C", "C", "C", "C", "C", "H", "H", "H", "H", "H", "H", "H", "H", "H", "H", "H", "H"],
  "positions_angstrom": [[-0.128, -0.727, 0.578], [-0.832, 3.525, -0.271], [-0.235, 3.046, 0.640], [0.456, 1.857, 0.488], [-0.045, 3.571, 1.999], [-0.461, 4.808, 2.461], [-0.107, 5.166, 3.752], [0.652, 4.303, 4.544], [1.035, 3.054, 4.074], [0.664, 2.694, 2.784], [1.102, 1.176, 1.878], [0.925, -0.104, 3.114], [1.652, -1.300, 3.007], [1.462, -2.295, 3.947], [0.514, -2.135, 4.949], [-0.254, -0.981, 5.017], [-0.069, 0.032, 4.092], [2.837, 1.285, 1.412], [3.815, 0.906, 2.336], [5.158, 1.082, 2.042], [5.536, 1.632, 0.826], [4.570, 2.015, -0.093], [3.225, 1.850, 0.196], [-1.034, 5.463, 1.819], [-0.410, 6.126, 4.147], [0.945, 4.610, 5.540], [1.609, 2.384, 4.701], [2.357, -1.440, 2.200], [2.030, -3.213, 3.882], [0.350, -2.932, 5.661], [-1.008, -0.873, 5.786], [-0.686, 0.919, 4.132], [3.538, 0.485, 3.293], [5.908, 0.788, 2.765], [6.585, 1.769, 0.597], [4.862, 2.450, -1.040], [2.481, 2.159, -0.523], [-2.473, -4.718, 1.359], [-2.172, -3.769, 2.389], [-1.230, -4.118, 3.414], [-1.716, -2.331, 1.680], [-2.579, -1.390, 1.901], [-2.266, 0.192, 1.250], [-3.758, -1.787, 2.722], [-4.847, -1.031, 3.113], [-5.823, -1.647, 3.888], [-5.703, -2.984, 4.260], [-4.608, -3.745, 3.863], [-3.653, -3.115, 3.093], [-4.932, 0.008, 2.820], [-6.690, -1.083, 4.205], [-6.477, -3.440, 4.863], [-4.514, -4.786, 4.143], [0.867, -3.594, -4.273], [1.170, -3.561, -2.848], [0.981, -2.422, -2.092], [1.701, -2.535, -0.932], [1.683, -1.671, 0.007], [2.387, -3.766, -1.002], [2.052, -4.346, -2.198], [2.540, -5.612, -2.812], [-0.048, -1.476, -2.372], [0.267, -0.124, -2.394], [-0.742, 0.800, -2.629], [-2.040, 0.372, -2.855], [-2.345, -0.985, -2.829], [-1.351, -1.916, -2.579], [0.272, -2.722, -4.524], [0.295, -4.488, -4.507], [1.783, -3.577, -4.862], [3.031, -4.168, -0.240], [3.034, -6.220, -2.058], [3.258, -5.404, -3.608], [1.719, -6.187, -3.241], [1.291, 0.188, -2.230], [-0.517, 1.857, -2.625], [-2.819, 1.097, -3.048], [-3.362, -1.318, -2.988], [-1.580, -2.974, -2.522]],
  "forces_ev_per_a": [[-0.24, -0.06, -0.24], [0.08, -0.09, -0.05], [-0.22, 0.27, -0.29], [-0.32, -0.16, 0.06], [-0.11, -0.05, -0.14], [-0.03, 0.06, 0.04], [0.03, -0.03, -0.01], [-0.02, -0.02, -0.03], [-0.07, 0.01, 0.03], [0.50, -0.38, 0.64], [0.64, 1.74, -0.32], [-0.56, -0.47, -0.07], [0.08, 0.13, 0.20], [-0.01, 0.02, -0.01], [-0.02, -0.06, 0.02], [-0.01, 0.04, -0.03], [0.19, -0.03, 0.08], [0.07, -0.28, 0.16], [0.01, 0.03, 0.00], [-0.03, 0.00, 0.01], [-0.01, 0.01, -0.01], [-0.02, -0.01, 0.01], [-0.01, -0.06, 0.01], [0.02, 0.00, 0.01], [0.02, -0.01, 0.00], [-0.03, -0.01, 0.00], [-0.01, 0.00, -0.01], [0.01, 0.00, -0.01], [-0.02, 0.01, -0.01], [0.00, 0.01, -0.01], [0.00, -0.01, -0.01], [-0.01, 0.00, -0.02], [-0.01, 0.00, -0.02], [-0.01, 0.01, 0.00], [-0.01, -0.01, 0.00], [0.00, 0.00, 0.01], [0.00, -0.01, -0.02], [0.06, 0.04, 0.08], [-0.04, -0.18, 0.00], [-0.06, 0.03, -0.10], [-0.19, -0.30, 0.17], [0.05, 0.20, 0.00], [0.23, -0.60, 0.11], [0.16, 0.20, -0.18], [-0.06, 0.05, 0.05], [0.03, -0.01, -0.02], [-0.03, 0.02, 0.01], [0.02, 0.06, -0.03], [-0.16, -0.11, 0.08], [-0.01, -0.02, 0.01], [0.01, 0.00, 0.00], [0.00, 0.01, 0.00], [0.01, 0.02, -0.01], [0.06, 0.03, 0.07], [-0.16, 0.04, -0.03], [0.18, 0.18, 0.00], [-0.14, 0.05, 0.15], [0.05, -0.14, -0.30], [0.11, 0.06, 0.01], [0.05, -0.16, -0.06], [-0.02, 0.03, 0.01], [-0.01, -0.12, -0.03], [0.04, 0.00, -0.10], [0.01, 0.02, 0.01], [-0.01, -0.06, 0.01], [0.02, 0.04, 0.01], [-0.04, 0.00, 0.08], [-0.03, 0.00, 0.00], [-0.01, -0.01, 0.00], [0.03, 0.00, 0.00], [-0.02, 0.01, -0.02], [0.01, 0.01, -0.01], [0.00, 0.01, 0.00], [0.00, 0.00, 0.02], [-0.02, 0.00, 0.00], [0.02, 0.02, 0.01], [0.00, -0.01, 0.03], [0.01, 0.00, -0.01], [0.00, 0.01, 0.00]],
  "mulliken_charge": [1.65, -0.60, 0.03, -0.10, 0.26, -0.68, -0.59, -0.76, -0.19, 0.17, 1.96, 0.04, -0.04, -1.12, -0.53, -0.82, -1.12, 0.99, -0.39, -0.88, -0.56, -0.94, -0.41, 0.55, 0.43, 0.46, 0.48, 0.54, 0.45, 0.40, 0.47, 0.48, 0.39, 0.46, 0.43, 0.46, 0.49, -0.67, 1.03, -0.60, -0.52, 1.25, -0.67, 0.13, -0.69, -0.63, -0.51, -0.64, 0.01, 0.48, 0.41, 0.42, 0.47, -1.05, -0.06, 0.74, 0.32, -0.60, -1.38, 0.86, -1.50, -1.06, 0.19, -0.25, -0.66, -0.83, 0.39, 0.41, 0.36, 0.36, 0.46, 0.39, 0.30, 0.35, 0.34, 0.41, 0.43, 0.42, 0.54],
  "e_homo_ev": -10.68,
  "fmax_ev_per_a": 1.88,
  "charge": 1,
  "homo_lumo_gap_ev": 7.12
}

{
  "formula": "C37H30BrCsF3IN4O3S2",
  "method": "the ωB97M-V functional and the def2-TZVPD basis",
  "symbols": ["Cs", "C", "C", "N", "C", "C", "C", "O", "C", "C", "N", "C", "C", "C", "C", "C", "C", "I", "C", "O", "H", "H", "H", "H", "H", "H", "H", "H", "H", "H", "H", "H", "S", "C", "C", "C", "C", "C", "N", "H", "H", "H", "H", "Br", "C", "C", "C", "C", "C", "N", "H", "H", "H", "H", "F", "C", "F", "F", "O", "S", "C", "C", "C", "C", "C", "C", "C", "C", "C", "C", "C", "C", "H", "H", "H", "H", "H", "H", "H", "H", "H", "H"],
  "positions_angstrom": [[-0.354, 0.641, 0.385], [-1.062, -1.932, -2.654], [-2.067, -0.914, -3.114], [-2.281, -0.778, -4.399], [-3.193, 0.132, -4.814], [-3.912, 0.925, -3.957], [-4.899, 1.909, -4.524], [-6.264, 1.626, -4.200], [-3.731, 0.781, -2.562], [-4.465, 1.665, -1.653], [-4.919, 1.487, -0.472], [-4.908, 0.241, 0.162], [-5.519, -0.869, -0.422], [-5.573, -2.083, 0.240], [-5.025, -2.214, 1.507], [-4.438, -1.113, 2.114], [-4.400, 0.105, 1.456], [-3.485, 1.726, 2.400], [-2.765, -0.150, -2.089], [-2.462, -0.315, -0.874], [-0.774, -2.558, -3.497], [-0.156, -1.475, -2.239], [-1.484, -2.542, -1.853], [-3.343, 0.206, -5.887], [-4.652, 2.930, -4.206], [-4.844, 1.882, -5.612], [-6.313, 1.472, -3.250], [-4.666, 2.664, -2.052], [-5.926, -0.768, -1.420], [-6.034, -2.936, -0.244], [-5.047, -3.165, 2.024], [-4.002, -1.200, 3.101], [3.382, -2.529, 1.803], [1.694, -2.812, 2.062], [1.154, -4.110, 1.869], [-0.172, -4.364, 2.132], [-0.987, -3.332, 2.593], [-0.399, -2.090, 2.738], [0.879, -1.814, 2.476], [1.815, -4.890, 1.519], [-0.574, -5.361, 1.982], [-2.037, -3.476, 2.810], [-0.993, -1.248, 3.091], [-1.181, -0.648, 7.355], [-0.088, 0.538, 6.315], [0.925, 1.228, 6.959], [1.684, 2.089, 6.180], [1.402, 2.209, 4.830], [0.369, 1.449, 4.305], [-0.377, 0.622, 5.042], [1.102, 1.093, 8.015], [2.489, 2.658, 6.628], [1.944, 2.876, 4.176], [0.144, 1.510, 3.250], [0.512, 4.139, 2.563], [0.578, 3.781, 1.184], [0.332, 5.029, 0.587], [1.996, 3.697, 1.029], [1.973, -0.286, -0.316], [3.116, -1.008, -0.933], [3.285, -0.179, -2.553], [2.645, 1.028, -2.775], [2.734, 1.631, -4.021], [3.462, 1.025, -5.037], [4.099, -0.188, -4.808], [4.005, -0.795, -3.564], [4.605, -0.276, -0.241], [5.805, -0.960, -0.335], [6.951, -0.389, 0.195], [6.882, 0.850, 0.821], [5.666, 1.514, 0.924], [4.515, 0.951, 0.394], [2.082, 1.480, -1.966], [2.228, 2.571, -4.198], [3.522, 1.492, -6.012], [4.658, -0.668, -5.602], [4.484, -1.751, -3.380], [5.828, -1.947, -0.784], [7.895, -0.918, 0.140], [7.776, 1.290, 1.246], [5.606, 2.470, 1.428], [3.552, 1.439, 0.491]],
  "forces_ev_per_a": [[-0.10, 0.57, 0.83], [-0.03, 0.00, 0.01], [-0.01, -0.01, -0.07], [-0.02, 0.02, 0.04], [0.00, -0.01, 0.00], [0.01, 0.00, -0.03], [0.00, 0.00, 0.00], [-0.01, 0.00, -0.01], [-0.01, 0.01, 0.04], [-0.03, -0.06, 0.02], [0.00, 0.04, -0.02], [0.02, 0.00, 0.00], [0.02, 0.01, -0.01], [0.01, -0.01, 0.01], [-0.01, 0.00, 0.00], [0.01, 0.00, 0.01], [-0.04, -0.04, 0.00], [-0.03, 0.02, -0.03], [0.02, -0.16, -0.07], [-0.55, -0.17, -0.33], [0.00, 0.00, -0.01], [-0.10, 0.07, -0.02], [0.02, -0.01, 0.00], [0.00, 0.00, 0.00], [0.00, 0.00, -0.01], [0.00, 0.01, 0.00], [0.00, -0.01, 0.01], [0.02, 0.01, 0.01], [0.00, 0.00, 0.00], [0.00, 0.00, -0.01], [0.00, 0.00, 0.00], [0.00, 0.00, 0.00], [0.06, 0.03, -0.03], [-0.10, -0.03, 0.07], [-0.06, 0.01, 0.01], [0.08, -0.02, -0.03], [-0.05, 0.03, 0.00], [0.00, 0.03, -0.05], [0.07, 0.00, 0.00], [0.01, 0.00, 0.00], [-0.01, 0.00, 0.00], [0.00, 0.00, 0.00], [-0.01, -0.02, 0.03], [0.02, 0.02, 0.00], [-0.03, -0.02, 0.00], [0.00, 0.00, 0.00], [-0.01, -0.01, 0.02], [0.01, 0.02, -0.06], [0.06, -0.06, 0.04], [0.00, 0.01, -0.02], [0.01, 0.01, 0.00], [0.00, 0.00, 0.00], [0.00, 0.00, 0.01], [-0.09, 0.06, 0.00], [-0.02, 0.01, 0.03], [0.04, -0.01, 0.03], [-0.02, 0.01, -0.02], [0.06, -0.06, -0.02], [0.56, -0.26, -0.36], [0.28, 0.07, -0.11], [0.03, -0.08, 0.08], [-0.03, 0.00, 0.07], [0.01, -0.02, 0.00], [0.00, 0.00, 0.00], [0.00, 0.02, -0.01], [0.01, -0.05, 0.04], [0.00, -0.01, 0.03], [-0.03, -0.03, -0.03], [0.00, 0.03, 0.01], [-0.01, -0.01, 0.00], [0.03, 0.00, -0.01], [-0.08, 0.00, -0.03], [0.00, 0.02, -0.02], [0.00, 0.00, 0.00], [0.00, 0.00, 0.00], [0.00, 0.01, 0.00], [0.00, 0.00, -0.01], [0.02, 0.00, 0.01], [0.00, -0.01, 0.00], [0.00, 0.00, 0.00], [-0.01, 0.00, 0.00], [0.02, 0.01, 0.01]],
  "mulliken_charge": [1.42, -0.70, 0.59, -0.75, -1.11, 0.71, -0.81, -0.59, 0.95, -0.86, -0.65, 0.08, 0.17, -0.77, -0.62, -0.33, -0.07, 0.21, 0.47, -0.84, 0.38, -0.12, 0.25, 0.28, 0.27, 0.38, 0.47, 0.50, 0.36, 0.36, 0.36, 0.43, -0.43, -0.07, -0.59, -0.21, -0.86, -0.13, -0.09, 0.37, 0.35, 0.35, 0.48, -0.22, 0.02, -0.27, -0.33, -0.66, -0.14, -0.16, 0.39, 0.36, 0.40, 0.49, -0.30, -0.15, -0.27, -0.30, -0.35, -0.33, 0.44, -0.44, -0.64, -0.42, -0.51, -0.38, 0.43, -0.12, -0.55, -0.38, -0.66, -0.63, 0.50, 0.43, 0.36, 0.36, 0.36, 0.39, 0.36, 0.35, 0.45, 0.55],
  "e_homo_ev": -1.89,
  "fmax_ev_per_a": 1.01,
  "charge": -2,
  "homo_lumo_gap_ev": 5.64
}